1.
# C33H26Cl5N5OPbS

A molecular structure, C33H26Cl5N5OPbS (ωB97M-V/def2-TZVPD, the Open Molecules 2025 dataset).

Last column: Löwdin charge in e.
Cartesian coordinates (Å):
Pb1 0.86 -0.87 0.39  1.315
C1 -4.64 2.80 1.60  -0.005
C2 -3.24 2.70 1.09  -0.211
C3 -2.20 3.43 1.67  0.002
C4 -0.91 3.33 1.19  -0.007
C5 -0.61 2.50 0.10  -0.205
N1 0.66 2.34 -0.41  0.208
C6 1.53 3.30 -0.45  -0.163
C7 1.26 4.70 -0.16  0.036
C8 2.27 5.56 0.06  0.013
C9 3.63 5.12 -0.01  -0.176
C10 4.73 6.10 0.22  -0.003
C11 3.93 3.82 -0.40  0.056
C12 2.92 2.93 -0.72  -0.055
N2 3.24 1.69 -1.23  -0.087
C13 4.41 0.98 -1.04  -0.037
C14 4.35 -0.09 -1.87  -0.019
C15 3.11 0.06 -2.57  -0.133
N3 2.44 1.12 -2.18  0.100
C16 -1.65 1.71 -0.44  -0.124
C17 -2.93 1.84 0.03  0.052
N4 -1.43 0.87 -1.56  -0.074
C18 -2.15 0.90 -2.71  -0.021
C19 -1.71 -0.14 -3.50  -0.015
C20 -0.72 -0.76 -2.74  -0.145
N5 -0.53 -0.14 -1.58  -0.065
H1 -4.79 3.71 2.19  0.095
H2 -4.86 1.95 2.25  0.069
H3 -5.37 2.78 0.79  0.099
H4 -2.41 4.05 2.53  0.133
H5 -0.11 3.83 1.71  0.126
H6 0.23 5.03 -0.17  0.131
H7 2.08 6.61 0.25  0.136
H8 4.40 6.91 0.87  0.099
H9 5.01 6.54 -0.74  0.122
H10 5.61 5.62 0.63  0.101
H11 4.96 3.54 -0.55  0.134
H12 5.14 1.28 -0.32  0.133
H13 5.08 -0.87 -1.99  0.114
H14 2.71 -0.56 -3.35  0.118
H15 -3.72 1.25 -0.43  0.144
H16 -2.90 1.65 -2.88  0.142
H17 -2.06 -0.41 -4.48  0.114
H18 -0.12 -1.63 -2.99  0.122
Cl1 0.47 0.63 3.22  0.649
C21 -1.06 -0.10 2.78  -0.718
C22 -1.09 -0.86 1.62  -0.411
C23 -2.29 -1.46 1.29  -0.705
Cl2 -2.39 -2.45 -0.13  0.719
C24 -3.44 -1.28 2.07  -0.709
Cl3 -4.92 -2.03 1.62  0.728
C25 -3.38 -0.49 3.22  -0.705
Cl4 -4.78 -0.26 4.18  0.741
C26 -2.17 0.11 3.58  -0.711
Cl5 -2.07 1.08 5.00  0.724
C27 1.27 -5.23 2.08  -0.204
S1 0.15 -4.26 1.09  0.940
O1 1.09 -3.18 0.49  -0.757
C28 -0.16 -5.41 -0.22  -0.422
C29 0.83 -5.74 -1.13  -0.071
C30 0.55 -6.66 -2.12  -0.053
C31 -0.71 -7.24 -2.19  -0.048
C32 -1.70 -6.89 -1.28  -0.052
C33 -1.43 -5.96 -0.29  -0.091
H19 2.12 -5.52 1.47  0.070
H20 0.73 -6.10 2.43  0.077
H21 1.59 -4.61 2.92  0.065
H22 1.81 -5.28 -1.06  0.115
H23 1.31 -6.93 -2.84  0.116
H24 -0.93 -7.96 -2.97  0.117
H25 -2.68 -7.34 -1.35  0.118
H26 -2.20 -5.67 0.42  0.109

## Properties
- 2S+1 = 1
- E (eV) = -122820.5760
- relative energy (zero: lowest compared OMol25 entry of this formula, charge and spin) (eV) = 0.560
- maximum force (eV/Å) = 0.29
- highest occupied orbital energy (eV) = -13.55
- frontier orbital gap (eV) = 5.397
- total charge = +2

2.
# C33H26F9N4O3P2PdSe2

A molecular structure, C33H26F9N4O3P2PdSe2 at a distorted geometry (ωB97M-V/def2-TZVPD, the Open Molecules 2025 dataset).

Last column: Löwdin charge in e.
Cartesian coordinates (Å):
Pd1 0.06 0.19 -0.24  0.826
N1 -1.78 -1.16 -0.11  -0.026
C1 -3.01 -0.38 -0.38  -0.229
C2 -3.15 0.77 0.60  -0.125
C3 -2.38 2.02 0.16  -0.663
O1 -3.01 3.02 -0.15  0.013
O2 -1.08 1.95 0.17  -0.171
H1 -1.61 -1.84 -0.84  0.076
H2 -1.82 -1.60 0.79  0.078
H3 -3.90 -1.02 -0.31  0.107
H4 -2.96 -0.01 -1.40  0.102
H5 -2.75 0.47 1.57  0.078
H6 -4.19 1.06 0.72  0.110
Se1 1.24 -1.72 6.96  0.254
P1 1.65 0.00 5.82  0.523
C4 0.96 1.55 6.47  -0.358
C5 1.06 2.71 5.69  -0.091
C6 0.53 3.90 6.16  -0.072
C7 -0.10 3.94 7.40  -0.087
C8 -0.21 2.79 8.16  -0.080
C9 0.32 1.59 7.69  -0.091
C10 3.46 0.28 5.79  -0.327
C11 4.28 -0.80 5.47  -0.121
C12 5.66 -0.70 5.56  -0.088
C13 6.24 0.49 6.00  -0.110
C14 5.43 1.56 6.35  -0.096
C15 4.05 1.46 6.24  -0.063
C16 0.96 -0.04 4.16  -0.438
C17 1.33 -0.08 2.81  -0.444
N2 0.17 -0.08 2.10  -0.087
N3 -0.83 -0.07 2.95  -0.038
N4 -0.39 -0.05 4.19  0.007
P2 2.86 -0.15 1.92  0.612
Se2 2.63 0.05 -0.19  0.455
C18 3.63 -1.74 2.30  -0.354
C19 2.93 -2.72 2.99  -0.085
C20 3.52 -3.97 3.19  -0.068
C21 4.79 -4.23 2.70  -0.080
C22 5.48 -3.26 1.99  -0.077
C23 4.90 -2.02 1.78  -0.106
C24 3.87 1.20 2.59  -0.335
C25 3.31 2.47 2.49  -0.099
C26 4.02 3.57 2.93  -0.071
C27 5.30 3.41 3.45  -0.078
C28 5.86 2.15 3.54  -0.097
C29 5.15 1.03 3.12  -0.092
H7 1.55 2.67 4.72  0.098
H8 0.61 4.80 5.56  0.105
H9 -0.52 4.87 7.76  0.100
H10 -0.73 2.81 9.11  0.101
H11 0.23 0.67 8.27  0.062
H12 3.82 -1.74 5.20  0.073
H13 6.28 -1.55 5.29  0.112
H14 7.31 0.57 6.09  0.107
H15 5.87 2.48 6.71  0.112
H16 3.43 2.31 6.52  0.101
H17 1.94 -2.52 3.37  0.104
H18 2.97 -4.73 3.74  0.110
H19 5.24 -5.20 2.86  0.102
H20 6.46 -3.47 1.59  0.103
H21 5.41 -1.27 1.18  0.107
H22 2.32 2.59 2.06  0.115
H23 3.58 4.56 2.85  0.107
H24 5.87 4.28 3.78  0.104
H25 6.85 2.02 3.96  0.105
H26 5.58 0.05 3.22  0.086
F1 -0.02 -1.42 -5.78  0.144
C30 -0.04 -1.75 -4.47  -0.546
F2 0.99 -2.58 -4.25  0.156
F3 -1.16 -2.45 -4.26  0.149
C31 0.05 -0.53 -3.51  -0.346
O3 -0.01 -0.98 -2.24  -0.214
C32 -1.14 0.46 -3.84  -0.537
F4 -1.00 1.11 -5.01  0.150
F5 -2.32 -0.19 -3.89  0.144
F6 -1.26 1.39 -2.88  0.155
C33 1.40 0.23 -3.81  -0.553
F7 2.44 -0.49 -3.38  0.112
F8 1.44 1.41 -3.16  0.131
F9 1.62 0.50 -5.11  0.146

## Properties
- 2S+1 = 3
- E (eV) = -223957.8323
- relative energy (zero: lowest compared OMol25 entry of this formula, charge and spin) (eV) = 0.254
- maximum force (eV/Å) = 1.45
- highest occupied orbital energy (spin up / spin down) (eV) = -5.83 / -5.98
- frontier orbital gap (spin up / spin down) (eV) = 7.917 / 7.739
- total charge = -1

3.
# C33H26N3O3PTl

A molecular structure, C33H26N3O3PTl at a distorted geometry (ωB97M-V/def2-TZVPD, the Open Molecules 2025 dataset).

Last column: natural (NBO) charge in e.
Cartesian coordinates (Å):
Tl1 1.38 -1.49 1.40  0.803
C1 -0.38 1.35 5.26  -0.686
C2 0.23 0.14 4.59  0.149
N1 1.15 0.31 3.67  -0.248
N2 1.64 1.46 3.43  -0.467
C3 2.49 1.49 2.37  0.632
O1 2.58 0.59 1.49  -0.807
C4 3.40 2.69 2.33  -0.122
C5 4.61 2.52 1.55  -0.178
C6 5.44 3.63 1.34  -0.224
C7 5.16 4.83 1.99  -0.209
C8 4.07 4.98 2.82  -0.211
C9 3.19 3.90 3.01  -0.182
C10 -0.13 -1.25 4.79  0.148
C11 -1.20 -1.52 5.59  -0.246
C12 -1.60 -2.83 5.90  -0.154
C13 -0.87 -3.85 5.27  -0.276
C14 0.24 -3.50 4.44  0.049
N3 0.60 -2.22 4.21  -0.448
H1 0.28 2.18 4.99  0.267
H2 -0.53 1.08 6.30  0.221
H3 -1.39 1.49 4.80  0.209
H4 4.73 1.57 1.09  0.228
H5 6.30 3.62 0.70  0.214
H6 5.82 5.73 1.81  0.215
H7 3.87 5.90 3.43  0.218
H8 2.43 3.99 3.77  0.230
H9 -1.85 -0.68 5.87  0.218
H10 -2.34 -3.06 6.65  0.226
H11 -1.03 -4.90 5.40  0.219
H12 0.86 -4.19 3.98  0.189
O2 -1.05 -0.25 1.02  -0.499
C15 -1.23 -0.10 -0.20  0.786
O3 -0.44 -0.89 -1.14  -0.754
C16 -2.28 0.65 -0.84  -0.147
C17 -3.20 1.50 -0.22  -0.123
C18 -3.90 2.32 -1.06  -0.166
C19 -3.99 2.15 -2.42  -0.167
C20 -3.18 1.19 -3.01  -0.141
C21 -2.29 0.46 -2.22  -0.424
P1 -1.12 -0.75 -2.70  1.911
C22 -1.70 -2.33 -3.16  -0.499
C23 -1.92 -3.35 -2.24  -0.153
C24 -2.43 -4.54 -2.69  -0.192
C25 -2.76 -4.74 -4.06  -0.129
C26 -2.45 -3.76 -4.98  -0.218
C27 -1.96 -2.55 -4.56  -0.151
C28 0.19 -0.15 -3.79  -0.452
C29 0.58 1.13 -3.95  -0.154
C30 1.39 1.50 -5.00  -0.204
C31 1.97 0.55 -5.84  -0.133
C32 1.76 -0.81 -5.53  -0.211
C33 0.86 -1.14 -4.53  -0.153
H13 -3.15 1.58 0.88  0.265
H14 -4.50 3.11 -0.59  0.245
H15 -4.75 2.64 -3.03  0.252
H16 -3.21 0.95 -4.08  0.233
H17 -1.74 -3.07 -1.17  0.247
H18 -2.75 -5.29 -1.96  0.242
H19 -3.29 -5.64 -4.38  0.242
H20 -2.48 -4.00 -6.03  0.240
H21 -1.65 -1.83 -5.35  0.238
H22 0.37 1.86 -3.19  0.235
H23 1.74 2.53 -5.14  0.242
H24 2.45 0.90 -6.76  0.241
H25 2.19 -1.62 -6.13  0.241
H26 0.80 -2.15 -4.19  0.229

## Properties
- 2S+1 = 1
- E (eV) = -59230.6462
- maximum force (eV/Å) = 4.95
- highest occupied orbital energy (eV) = -8.54
- frontier orbital gap (eV) = 4.373
- total charge = +1

4.
# C33H27Br2N4O3Ru

A molecular structure, C33H27Br2N4O3Ru (ωB97M-V/def2-TZVPD, the Open Molecules 2025 dataset).

Last column: natural (NBO) charge in e.
Cartesian coordinates (Å):
Ru1 -0.80 0.16 -0.29  1.284
C1 1.58 1.77 -2.74  -0.620
C2 0.61 0.96 -3.55  -0.036
C3 1.03 0.39 -4.75  -0.206
C4 0.16 -0.34 -5.53  -0.174
C5 -1.16 -0.53 -5.12  -0.202
C6 -1.61 0.01 -3.93  -0.012
C7 -3.04 -0.19 -3.50  -0.641
C8 -0.72 0.76 -3.15  0.177
N1 -1.17 1.26 -1.89  -0.647
C9 -2.08 2.29 -1.84  0.633
O1 -2.42 3.01 -2.74  -0.541
C10 -2.68 2.37 -0.46  0.119
C11 -3.65 3.26 -0.03  -0.182
C12 -4.15 3.12 1.26  -0.131
C13 -3.68 2.10 2.09  -0.184
C14 -2.70 1.25 1.60  0.130
N2 -2.23 1.42 0.36  -0.403
C15 -2.09 0.09 2.33  0.627
O2 -2.40 -0.17 3.47  -0.564
N3 -1.18 -0.57 1.55  -0.686
C16 -0.42 -1.64 2.13  0.187
C17 0.55 -1.37 3.10  -0.044
C18 0.70 -0.01 3.72  -0.630
C19 1.35 -2.42 3.54  -0.220
C20 1.19 -3.70 3.04  -0.199
C21 0.20 -3.95 2.10  -0.214
C22 -0.62 -2.93 1.63  -0.028
C23 -1.70 -3.22 0.63  -0.637
H1 2.19 2.39 -3.40  0.235
H2 2.26 1.13 -2.18  0.205
H3 1.07 2.42 -2.03  0.210
H4 2.05 0.55 -5.08  0.216
H5 0.50 -0.77 -6.46  0.224
H6 -1.84 -1.10 -5.74  0.219
H7 -3.51 -0.97 -4.09  0.231
H8 -3.61 0.73 -3.65  0.239
H9 -3.12 -0.46 -2.45  0.205
H10 -4.01 4.01 -0.71  0.263
H11 -4.91 3.79 1.62  0.243
H12 -4.05 1.95 3.09  0.264
H13 0.46 0.79 3.02  0.195
H14 1.72 0.14 4.09  0.216
H15 0.01 0.09 4.56  0.254
H16 2.10 -2.23 4.30  0.217
H17 1.81 -4.51 3.40  0.224
H18 0.04 -4.96 1.74  0.221
H19 -1.80 -4.29 0.48  0.229
H20 -1.49 -2.76 -0.34  0.218
H21 -2.66 -2.84 0.98  0.229
C24 0.77 3.10 1.02  -0.659
C25 1.72 1.95 1.02  0.294
C26 2.98 2.03 1.64  -0.226
C27 3.79 0.93 1.69  -0.114
C28 3.38 -0.27 1.09  -0.074
C29 4.12 -1.50 1.06  0.003
Br1 5.73 -1.63 1.99  0.189
C30 3.66 -2.61 0.37  -0.267
C31 2.47 -2.58 -0.31  -0.102
Br2 1.86 -4.06 -1.25  0.211
C32 1.64 -1.41 -0.29  0.493
O3 0.53 -1.36 -0.88  -0.581
C33 2.13 -0.25 0.46  0.103
N4 1.33 0.82 0.45  -0.466
H22 1.27 4.03 1.30  0.242
H23 -0.03 2.92 1.74  0.242
H24 0.32 3.22 0.03  0.241
H25 3.29 2.96 2.10  0.243
H26 4.75 0.97 2.19  0.249
H27 4.25 -3.52 0.38  0.264

## Properties
- 2S+1 = 5
- E (eV) = -189425.0160
- relative energy (zero: lowest compared OMol25 entry of this formula, charge and spin) (eV) = 0.022
- maximum force (eV/Å) = 0.17
- highest occupied orbital energy (spin up / spin down) (eV) = -11.05 / -11.37
- frontier orbital gap (spin up / spin down) (eV) = 7.228 / 5.376
- total charge = +1

5.
# C33H27CoN4O3S2

A molecular structure, C33H27CoN4O3S2 at a distorted geometry (ωB97M-V/def2-TZVPD, the Open Molecules 2025 dataset).

Last column: natural (NBO) charge in e.
Cartesian coordinates (Å):
Co1 0.34 0.53 -0.75  1.290
C1 -0.59 2.86 -2.80  -0.257
O1 0.34 1.84 -2.42  -0.542
C2 1.35 1.52 -3.30  0.271
C3 1.72 2.29 -4.39  -0.267
C4 2.78 1.88 -5.18  -0.152
C5 3.48 0.72 -4.87  -0.198
C6 3.11 -0.06 -3.80  -0.201
C7 2.02 0.33 -3.01  0.108
N1 1.50 -0.44 -1.96  -0.263
N2 2.13 -1.52 -1.67  -0.138
C8 1.79 -2.38 -0.73  0.103
C9 0.67 -2.13 0.16  0.427
O2 -0.08 -1.11 -0.01  -0.651
C10 0.42 -3.04 1.21  -0.310
C11 1.16 -4.17 1.34  -0.032
C12 2.26 -4.47 0.47  -0.133
C13 3.02 -5.64 0.64  -0.142
C14 4.09 -5.90 -0.19  -0.189
C15 4.41 -5.01 -1.22  -0.162
C16 3.67 -3.86 -1.41  -0.197
C17 2.59 -3.57 -0.56  0.034
H1 -0.09 3.83 -2.84  0.203
H2 -1.36 2.88 -2.04  0.229
H3 -1.02 2.63 -3.77  0.209
H4 1.20 3.21 -4.63  0.240
H5 3.06 2.47 -6.04  0.241
H6 4.31 0.41 -5.49  0.242
H7 3.62 -0.97 -3.54  0.242
H8 -0.40 -2.82 1.88  0.242
H9 0.91 -4.88 2.12  0.236
H10 2.77 -6.32 1.44  0.228
H11 4.67 -6.80 -0.05  0.239
H12 5.25 -5.22 -1.87  0.235
H13 3.91 -3.18 -2.21  0.225
O3 -1.47 1.20 -0.32  -1.032
S1 -2.68 0.25 -0.29  1.281
C18 -4.08 1.37 -0.20  -0.280
C19 -3.98 2.55 0.52  -0.152
C20 -5.10 3.37 0.59  -0.207
C21 -6.28 3.01 -0.04  -0.164
C22 -6.35 1.82 -0.76  -0.191
C23 -5.24 1.00 -0.85  -0.193
C24 -2.74 -0.38 1.39  -0.269
C25 -1.98 0.20 2.38  -0.224
C26 -2.04 -0.33 3.66  -0.191
C27 -2.83 -1.45 3.92  -0.186
C28 -3.58 -2.03 2.91  -0.209
C29 -3.54 -1.49 1.63  -0.148
H14 -3.06 2.82 1.01  0.221
H15 -5.05 4.30 1.15  0.233
H16 -7.14 3.65 0.02  0.238
H17 -7.27 1.54 -1.25  0.240
H18 -5.28 0.08 -1.42  0.232
H19 -1.34 1.05 2.16  0.237
H20 -1.46 0.12 4.46  0.220
H21 -2.85 -1.87 4.92  0.236
H22 -4.19 -2.89 3.11  0.239
H23 -4.13 -1.93 0.83  0.224
S2 2.42 1.15 0.26  -0.080
C30 2.16 2.00 1.70  0.274
N3 3.27 2.45 2.37  -0.488
C31 3.17 3.16 3.51  0.130
C32 1.94 3.43 4.03  -0.308
C33 0.84 2.93 3.31  0.167
N4 0.94 2.24 2.19  -0.464
H24 4.17 2.23 1.97  0.452
H25 4.09 3.48 3.98  0.257
H26 1.81 4.00 4.93  0.270
H27 -0.17 3.09 3.68  0.226

## Properties
- 2S+1 = 1
- E (eV) = -106044.1242
- maximum force (eV/Å) = 2.16
- highest occupied orbital energy (spin up / spin down) (eV) = -12.90 / -12.94
- frontier orbital gap (spin up / spin down) (eV) = 5.214 / 5.952
- total charge = +2

6.
# C33H27GeN3O7SSeTa

A molecular structure, C33H27GeN3O7SSeTa at a distorted geometry (ωB97M-V/def2-TZVPD, the Open Molecules 2025 dataset).

Last column: Löwdin charge in e.
Cartesian coordinates (Å):
Ta1 -0.90 -0.84 -0.53  1.681
C1 -3.97 2.32 0.28  -0.034
O1 -3.99 1.91 1.65  -0.085
C2 -4.10 0.58 1.93  -0.224
C3 -4.99 0.23 2.94  0.020
C4 -5.19 -1.09 3.31  -0.064
C5 -4.51 -2.09 2.65  -0.033
C6 -3.58 -1.77 1.67  -0.130
C7 -2.91 -2.84 0.96  -0.024
N1 -1.96 -2.71 0.12  -0.086
N2 -1.51 -3.91 -0.45  0.118
C8 -0.39 -3.68 -1.06  -0.422
O2 0.20 -2.52 -1.07  -0.211
C9 0.23 -4.76 -1.87  -0.144
C10 -0.04 -6.10 -1.61  -0.026
C11 0.54 -7.08 -2.41  -0.078
C12 1.38 -6.72 -3.45  -0.085
C13 1.65 -5.38 -3.70  -0.072
C14 1.08 -4.40 -2.90  -0.012
C15 -3.35 -0.43 1.33  -0.197
O3 -2.38 -0.15 0.43  -0.262
H1 -4.22 3.38 0.29  0.097
H2 -4.72 1.77 -0.30  0.108
H3 -3.00 2.18 -0.18  0.045
H4 -5.54 1.04 3.41  0.127
H5 -5.90 -1.32 4.09  0.108
H6 -4.68 -3.13 2.89  0.116
H7 -3.24 -3.86 1.14  0.140
H8 -0.71 -6.37 -0.80  0.110
H9 0.34 -8.12 -2.21  0.102
H10 1.83 -7.48 -4.07  0.102
H11 2.30 -5.09 -4.52  0.104
H12 1.28 -3.35 -3.08  0.118
C16 -0.38 1.67 2.23  -0.187
Ge1 0.39 1.41 0.48  0.975
C17 0.15 3.00 -0.57  -0.328
C18 0.81 3.16 -1.79  -0.098
C19 0.61 4.31 -2.54  -0.066
C20 -0.24 5.30 -2.08  -0.077
C21 -0.89 5.16 -0.86  -0.075
C22 -0.70 4.00 -0.11  -0.113
C23 2.30 0.99 0.51  -0.224
C24 2.79 -0.19 0.02  -0.127
C25 4.17 -0.50 0.06  -0.061
C26 5.05 0.40 0.58  -0.028
C27 4.60 1.64 1.08  -0.163
C28 5.52 2.59 1.60  -0.037
C29 5.10 3.79 2.07  -0.081
C30 3.72 4.12 2.03  -0.072
C31 2.81 3.23 1.53  -0.044
C32 3.22 1.96 1.04  -0.157
H13 0.12 2.53 2.67  0.033
H14 -0.18 0.79 2.84  0.025
H15 -1.45 1.85 2.19  0.017
H16 1.48 2.39 -2.16  0.107
H17 1.12 4.43 -3.49  0.107
H18 -0.40 6.20 -2.67  0.103
H19 -1.54 5.94 -0.49  0.104
H20 -1.21 3.89 0.84  0.098
H21 2.14 -0.94 -0.42  0.066
H22 4.52 -1.45 -0.33  0.110
H23 6.11 0.18 0.62  0.114
H24 6.57 2.32 1.63  0.112
H25 5.81 4.51 2.47  0.102
H26 3.39 5.08 2.39  0.104
H27 1.77 3.52 1.50  0.078
S1 1.94 -2.55 2.77  0.728
C33 0.87 -1.80 1.89  -0.889
N3 0.06 -1.23 1.23  -0.126
O4 -1.77 -1.37 -2.39  -0.474
Se1 -1.05 0.09 -2.91  0.915
O5 -1.77 1.07 -1.79  -0.476
O6 0.41 -0.13 -2.04  -0.536
O7 -0.97 0.42 -4.47  -0.364

## Properties
- 2S+1 = 2
- E (eV) = -187710.7581
- relative energy (zero: lowest compared OMol25 entry of this formula, charge and spin) (eV) = 0.899
- maximum force (eV/Å) = 2.94
- highest occupied orbital energy (spin up / spin down) (eV) = -8.36 / -8.40
- frontier orbital gap (spin up / spin down) (eV) = 7.479 / 5.421
- total charge = 0